Entry 1:
# C5H7AlF3O6S

A structure of composition C5H7AlF3O6S at a distorted geometry (ωB97M-V/def2-TZVPD, the Open Molecules 2025 dataset).

Geometry as XYZ:
```
23
C5H7AlF3O6S, DFT ωB97M-V/def2-TZVPD
Al 1.27 0.30 -8.04
C -0.98 -3.79 -6.66
F 0.04 -3.97 -7.48
F -2.12 -3.54 -7.28
F -1.15 -4.92 -5.97
S -0.59 -2.43 -5.44
O 0.00 -1.32 -6.20
O -1.85 -2.01 -4.87
O 0.29 -3.05 -4.50
O -0.79 -0.95 -9.17
H -1.32 -0.59 -9.90
O 3.83 -0.42 -9.07
C 4.80 -1.13 -9.23
O 5.94 -0.54 -9.58
C 7.00 -1.50 -9.77
C 6.48 -2.74 -9.09
C 4.94 -2.64 -9.22
H 7.87 -1.16 -9.20
H 7.30 -1.62 -10.81
H 6.67 -2.80 -8.02
H 6.87 -3.68 -9.47
H 4.50 -3.07 -8.33
H 4.61 -3.10 -10.14
```

Its HOMO energy is -13.9 eV. As for the total energy: -43153.777 eV. As for the charge: +1. The molar mass is 279.148 u. The strongest force on any atom is 0.044 hartree/bohr. The energy above the lowest of the compared OMol25 structures with the same formula, charge and spin is 0.0 kcal per mole. As for the HOMO-LUMO gap: 3.565 eV.

Entry 2:
# CH3ClN2O2

A cluster of 2 separate species, CH3ClN2O2 in total at a distorted geometry (ωB97M-V/def2-TZVPD, the Open Molecules 2025 dataset).

Geometry as XYZ:
```
9
CH3ClN2O2, DFT ωB97M-V/def2-TZVPD
C 1.44 -0.57 0.30
N -1.21 0.78 -0.28
N -0.87 -0.42 -0.22
O -2.43 1.02 -0.52
O -1.55 -1.43 -0.28
Cl 2.14 0.87 -0.33
H 1.18 -0.37 1.34
H 1.97 -1.49 -0.04
H -0.67 1.61 0.03
```

Its HOMO energy (alpha / beta) is -8.9 / -9.0 eV. As for the total energy: -20675.621 eV. As for the charge: 0. The molar mass is 110.500 u. The strongest force on any atom is 0.076 hartree/bohr. The energy above the lowest of the compared OMol25 structures with the same formula, charge and spin is 123.2 kcal per mole. As for the HOMO-LUMO gap (alpha / beta): 7.319 / 8.071 eV.

Entry 3:
# C25H38MoN2O3Sb2

A structure of composition C25H38MoN2O3Sb2 (ωB97M-V/def2-TZVPD, the Open Molecules 2025 dataset).

Geometry as XYZ:
```
71
C25H38MoN2O3Sb2, DFT ωB97M-V/def2-TZVPD
Mo 1.22 1.41 -0.24
C 2.67 2.89 2.71
C 2.50 2.85 1.22
C 1.39 3.50 0.62
C 1.35 3.68 -0.80
C 0.42 4.67 -1.41
C 2.31 3.01 -1.56
C 3.21 2.07 -1.00
C 4.19 1.32 -1.86
C 3.33 2.06 0.43
H 3.33 3.73 2.96
H 3.15 1.99 3.10
H 1.73 3.07 3.24
H 0.69 4.06 1.24
H 0.82 5.68 -1.28
H -0.57 4.65 -0.94
H 0.29 4.50 -2.48
H 2.24 3.07 -2.64
H 5.07 1.94 -2.07
H 3.73 1.06 -2.81
H 4.54 0.41 -1.36
H 4.13 1.48 0.89
N 0.62 0.60 1.84
C 1.03 -0.81 2.07
C 1.23 -1.50 0.75
O 1.17 -2.85 0.77
N 1.51 -0.78 -0.25
C 1.64 -1.30 -1.59
C 0.63 -0.48 -2.41
O -0.27 -1.03 -3.01
O 0.83 0.80 -2.28
H 1.00 1.18 2.57
H -0.39 0.67 1.93
H 0.31 -1.35 2.68
H 1.98 -0.81 2.60
H 1.45 -2.37 -1.68
H 2.65 -1.10 -1.96
C -2.66 2.83 0.58
Sb -1.50 1.56 -0.68
C -1.97 2.36 -2.59
C -2.79 -0.17 -0.84
C -2.94 -1.02 0.39
C -3.61 -0.46 1.49
C -3.89 -1.19 2.63
C -3.54 -2.53 2.70
C -2.89 -3.10 1.62
C -2.55 -2.37 0.48
C -1.89 -3.10 -0.65
Sb -0.08 -4.07 -0.13
C -0.18 -5.45 1.44
C 0.86 -4.97 -1.78
H -3.63 3.03 0.14
H -2.13 3.78 0.70
H -2.79 2.41 1.58
H -2.66 3.19 -2.49
H -2.43 1.57 -3.19
H -1.06 2.67 -3.09
H -2.41 -0.70 -1.70
H -3.77 0.23 -1.12
H -3.96 0.56 1.42
H -4.43 -0.72 3.45
H -3.80 -3.13 3.56
H -2.67 -4.17 1.65
H -1.68 -2.52 -1.55
H -2.48 -3.97 -0.96
H -0.80 -6.29 1.13
H -0.60 -4.97 2.32
H 0.83 -5.79 1.65
H 0.16 -5.74 -2.12
H 1.79 -5.44 -1.46
H 1.02 -4.26 -2.57
```

Its HOMO energy is -12.6 eV. As for the total energy: -50581.626 eV. As for the charge: +2. The molar mass is 754.050 u. The strongest force on any atom is 0.006 hartree/bohr. The energy above the lowest of the compared OMol25 structures with the same formula, charge and spin is 5.1 kcal per mole. As for the HOMO-LUMO gap: 6.919 eV.

Entry 4:
# C23H27GeN3OS5Ti

A structure of composition C23H27GeN3OS5Ti (ωB97M-V/def2-TZVPD, the Open Molecules 2025 dataset).

Geometry as XYZ:
```
61
C23H27GeN3OS5Ti, DFT ωB97M-V/def2-TZVPD
Ti -0.55 -1.56 0.34
C 0.70 -2.10 2.20
C 1.10 -3.00 1.18
C -0.01 -3.82 0.87
C -1.08 -3.43 1.68
C -0.66 -2.37 2.50
H 1.32 -1.35 2.67
H 2.10 -3.07 0.78
H -0.03 -4.57 0.10
H -2.08 -3.83 1.64
H -1.26 -1.84 3.21
S -4.64 -1.76 -1.78
C -3.24 -1.78 -0.95
S -1.73 -2.46 -1.55
S -2.98 -1.02 0.60
Ge 1.31 -1.61 -1.50
C 3.05 -1.08 -0.73
C 3.15 -0.04 0.19
C 4.37 0.31 0.76
C 5.52 -0.39 0.43
C 5.44 -1.44 -0.47
C 4.22 -1.78 -1.04
C 0.99 -0.33 -2.96
C 1.45 0.98 -2.88
C 1.18 1.90 -3.90
C 0.45 1.51 -5.01
C -0.02 0.20 -5.10
C 0.25 -0.71 -4.08
H 1.59 -2.97 -2.19
H 2.27 0.52 0.47
H 4.42 1.13 1.47
H 6.47 -0.13 0.88
H 6.33 -1.99 -0.74
H 4.18 -2.60 -1.75
H 2.05 1.30 -2.03
H 1.56 2.91 -3.82
H 0.24 2.22 -5.80
H -0.59 -0.11 -5.97
H -0.13 -1.72 -4.17
C -1.99 1.12 -2.10
N -1.28 2.00 -1.18
C -0.49 1.60 -0.19
N 0.17 2.51 0.55
O -0.31 0.37 0.04
H -1.91 1.54 -3.10
H -3.03 1.00 -1.80
H -1.51 0.15 -2.11
H -1.37 2.99 -1.31
H -0.08 3.48 0.46
H 0.40 2.20 1.48
S -0.30 1.01 3.62
C -1.79 1.70 3.81
N -2.72 1.30 4.69
C -3.90 2.14 4.83
C -4.08 2.80 3.47
S -2.39 3.03 2.85
H -2.46 0.61 5.37
H -3.74 2.89 5.61
H -4.76 1.53 5.10
H -4.59 3.76 3.55
H -4.62 2.15 2.78
```

Its HOMO energy is -7.4 eV. As for the total energy: -164617.455 eV. As for the charge: 0. The molar mass is 642.301 u. The strongest force on any atom is 0.012 hartree/bohr. The energy above the lowest of the compared OMol25 structures with the same formula, charge and spin is 8.0 kcal per mole. As for the HOMO-LUMO gap: 7.332 eV.

Entry 5:
# C21H25N3O2

An isolated molecule of C21H25N3O2 at a distorted geometry (ωB97M-V/def2-TZVPD, the Open Molecules 2025 dataset).

Geometry as XYZ:
```
51
C21H25N3O2, DFT ωB97M-V/def2-TZVPD
C -5.76 -2.74 -1.36
C -5.10 -2.20 -0.10
C -5.38 -0.70 0.09
C -4.63 -0.12 1.29
N -3.22 -0.01 1.05
N -2.44 -1.08 1.05
C -1.20 -0.63 0.81
C 0.00 -1.36 0.72
C 1.16 -0.67 0.46
C 2.42 -1.45 0.36
O 2.64 -2.45 1.03
N 3.31 -0.98 -0.55
C 4.63 -1.54 -0.71
C 5.69 -0.58 -0.23
C 5.64 -0.10 1.08
C 6.58 0.80 1.53
C 7.59 1.23 0.69
C 7.66 0.76 -0.61
C 6.70 -0.14 -1.07
C 1.16 0.75 0.34
C 0.01 1.48 0.44
C -1.20 0.79 0.66
C -2.54 1.15 0.82
O -3.16 2.35 0.84
C -3.65 2.82 -0.42
C -2.55 3.16 -1.41
H -5.56 -3.80 -1.47
H -5.37 -2.23 -2.24
H -6.83 -2.59 -1.33
H -4.02 -2.35 -0.14
H -5.48 -2.74 0.77
H -5.08 -0.17 -0.82
H -6.45 -0.54 0.23
H -4.77 -0.78 2.16
H -5.00 0.88 1.53
H 0.01 -2.43 0.84
H 3.10 -0.14 -1.07
H 4.65 -2.45 -0.10
H 4.80 -1.80 -1.76
H 4.85 -0.44 1.73
H 6.53 1.17 2.55
H 8.34 1.93 1.05
H 8.44 1.09 -1.27
H 6.75 -0.51 -2.08
H 2.10 1.26 0.20
H 0.02 2.55 0.36
H -4.34 2.08 -0.86
H -4.23 3.72 -0.16
H -1.88 3.91 -0.98
H -1.97 2.27 -1.65
H -2.99 3.56 -2.32
```

As for the SMILES: CCCCn1nc2cc(C(=O)NCc3ccccc3)ccc2c1OCC. Its HOMO energy is -8.0 eV. As for the total energy: -30748.197 eV. As for the charge: 0. The molar mass is 351.450 u. The strongest force on any atom is 0.023 hartree/bohr. The energy above the lowest of the compared OMol25 structures with the same formula, charge and spin is 48.8 kcal per mole. As for the HOMO-LUMO gap: 8.499 eV.

Entry 6:
# C48H46CrF5N2O6PS2Te

A structure of composition C48H46CrF5N2O6PS2Te at a distorted geometry (ωB97M-V/def2-TZVPD, the Open Molecules 2025 dataset).

Geometry as XYZ:
```
112
C48H46CrF5N2O6PS2Te, DFT ωB97M-V/def2-TZVPD
Cr -1.30 -1.96 0.18
C 3.91 -5.68 -1.74
C 3.23 -4.83 -0.72
C 4.08 -4.68 0.53
O 1.94 -5.41 -0.38
C 0.93 -4.31 -0.48
C 1.53 -3.27 -1.37
O 2.91 -3.55 -1.33
C 1.39 -1.70 -1.03
O 0.06 -1.21 -0.89
C 2.37 -1.22 0.09
C 2.78 -1.96 1.17
C 3.83 -1.47 1.95
C 4.25 -0.13 1.87
C 3.53 0.71 1.01
C 2.59 0.16 0.11
C 1.92 -1.05 -2.38
C 3.24 -0.77 -2.67
C 3.64 -0.18 -3.85
C 2.67 0.13 -4.80
C 1.32 -0.11 -4.53
C 0.93 -0.73 -3.38
C -0.56 -4.81 -0.67
O -1.35 -3.64 -0.56
C -0.63 -5.39 -2.11
C -1.64 -4.91 -2.86
C -1.59 -5.10 -4.26
C -0.52 -5.65 -4.94
C 0.60 -6.04 -4.21
C 0.48 -6.01 -2.81
C -1.02 -5.76 0.46
C -1.74 -5.38 1.57
C -2.07 -6.26 2.57
C -1.57 -7.56 2.46
C -0.81 -7.96 1.39
C -0.53 -7.05 0.39
H 4.19 -6.61 -1.21
H 4.86 -5.16 -1.94
H 3.36 -5.88 -2.71
H 4.68 -5.57 0.64
H 3.41 -4.66 1.47
H 4.66 -3.80 0.44
H 0.73 -3.94 0.58
H 1.12 -3.29 -2.46
H 2.32 -2.99 1.49
H 4.34 -2.19 2.60
H 5.04 0.22 2.51
H 3.76 1.78 1.02
H 2.01 0.75 -0.62
H 4.04 -1.06 -1.97
H 4.69 0.04 -4.02
H 2.87 0.56 -5.73
H 0.60 0.16 -5.28
H -0.15 -0.86 -3.14
H -2.38 -4.38 -2.33
H -2.37 -4.72 -4.86
H -0.54 -5.52 -6.05
H 1.49 -6.41 -4.67
H 1.31 -6.26 -2.16
H -2.19 -4.39 1.59
H -2.66 -5.90 3.39
H -1.85 -8.33 3.22
H -0.37 -8.97 1.22
H 0.05 -7.49 -0.44
N -2.48 -1.11 -1.30
C -3.12 -0.09 -1.13
N -3.75 1.00 -0.86
C -5.13 1.04 -1.27
C -5.98 1.77 -0.13
O -5.35 2.99 0.31
C -4.05 3.32 -0.28
C -3.16 2.08 -0.05
H -5.48 0.03 -1.40
H -5.29 1.53 -2.20
H -6.24 1.08 0.69
H -6.94 2.14 -0.55
H -3.67 4.15 0.24
H -4.22 3.64 -1.36
H -3.23 1.77 1.01
H -2.11 2.16 -0.39
F -5.19 -0.94 0.51
Te -4.45 -2.14 1.91
F -4.48 -3.50 0.54
F -0.21 -2.27 1.61
F -3.67 -3.52 3.31
F -4.56 -0.44 3.08
O -2.68 -1.64 1.38
S 0.48 9.04 -0.83
P 0.19 7.98 0.79
S -0.28 6.01 0.87
C -1.03 8.77 1.88
C -1.31 8.07 3.04
C -2.31 8.62 3.86
C -2.89 9.88 3.46
C -2.62 10.54 2.24
C -1.65 9.95 1.45
C 1.69 8.07 1.80
C 1.90 9.26 2.55
C 3.01 9.38 3.36
C 3.88 8.32 3.51
C 3.64 7.15 2.82
C 2.59 7.02 1.88
H -0.73 7.17 3.25
H -2.66 8.13 4.77
H -3.59 10.37 4.16
H -3.15 11.46 1.98
H -1.41 10.26 0.42
H 1.30 10.12 2.38
H 3.26 10.31 3.85
H 4.73 8.39 4.24
H 4.28 6.28 2.96
H 2.36 6.07 1.30
```

Its HOMO energy (alpha / beta) is -2.5 / -3.2 eV. As for the total energy: -146050.226 eV. As for the charge: -2. The molar mass is 1116.598 u. The strongest force on any atom is 0.107 hartree/bohr. As for the spin multiplicity: 5. As for the HOMO-LUMO gap (alpha / beta): 5.238 / 2.438 eV.